Density functional theory data (ωB97M-V with the def2-TZVPD basis set) for a molecular structure, C13H27Cl2N2OP2Ru in a non-equilibrium geometry.

Each line ends with the natural charge from an NBO analysis.
Cartesian coordinates (Å):
C  -1.10497  0.39673  -5.23982  -0.734
C  -0.34319  -0.22402  -4.11282  0.514
H  -2.16629  0.37965  -5.00374  0.254
H  -0.96383  -0.16526  -6.16461  0.288
H  -0.77949  1.43165  -5.40038  0.254
O  -0.89911  -0.84210  -3.21540  -0.578
Cl  1.33171  -0.06011  -4.26117  0.025
Ru  0.72462  0.08449  0.78795  0.518
P  1.01000  -1.90511  -0.10076  0.918
C  -0.05767  -2.96126  0.97201  -0.913
C  0.68873  -2.78931  -1.67037  -0.898
H  0.89288  -3.86713  -1.55882  0.272
H  2.81916  -3.54262  -0.18454  0.280
H  1.31542  -2.36592  -2.45846  0.272
H  3.41701  -1.85936  -0.31867  0.273
H  -1.10675  -2.66743  0.82322  0.246
H  -0.35287  -2.64783  -1.96511  0.283
C  2.71453  -2.52153  0.19945  -0.910
H  0.06897  -4.00672  0.65466  0.299
H  2.93351  -2.49041  1.27196  0.251
H  0.20228  -2.83521  2.03414  0.227
P  0.81817  2.03122  -0.09706  1.278
C  -0.08029  3.33098  0.86044  -0.951
C  2.42613  2.83182  -0.45905  -0.932
H  0.66799  1.75778  -2.47035  0.279
H  -0.21717  3.22930  -1.92668  0.304
H  -0.92421  1.58103  -1.72508  0.256
C  -0.00132  2.17575  -1.71395  -0.958
H  2.92264  2.29341  -1.27289  0.275
H  2.26579  3.87783  -0.75398  0.288
H  0.31153  4.32381  0.58943  0.302
H  0.05937  3.17992  1.93768  0.260
H  3.06981  2.79319  0.42447  0.281
H  -1.15611  3.29164  0.64340  0.251
Cl  2.89810  0.29651  1.57064  -0.264
N  0.21181  -1.03961  3.67786  -0.558
C  -0.94399  -0.43554  3.26514  0.401
C  -2.11430  -0.40128  4.05151  -0.076
C  -3.26968  0.13292  3.50825  -0.131
C  -3.25761  0.59239  2.19319  -0.094
C  -2.08292  0.53442  1.45653  0.167
N  -0.94344  0.06224  2.00815  -0.546
H  1.11170  -0.79999  3.25437  0.445
H  0.24362  -1.40153  4.62547  0.459
H  -2.05439  -0.80744  5.06047  0.284
H  -4.19274  0.19186  4.09132  0.304
H  -4.14017  0.97888  1.69521  0.291
H  -1.97297  0.85727  0.41678  0.245

Calculated values
**Strongest force on any atom**: 6.146 eV/Å
**E_LUMO (alpha / beta)**: -12.1 / -14.4 eV
**Kohn-Sham gap (alpha / beta)**: 5.98 / 3.94 eV
**HOMO level (alpha / beta)**: -18.082 / -18.317 eV
**Spin multiplicity**: 5
**Charge**: +3

Density functional theory data (ωB97M-V with the def2-TZVPD basis set) for 3 unconnected molecules or ions with the total composition C13H27Cl2NO9PS2 in a non-equilibrium geometry.

Each line ends with the natural charge from an NBO analysis.
Cartesian coordinates (Å):
C  -0.79593  0.98910  3.84009  -0.628
C  0.54658  0.37675  3.50104  -0.207
N  0.91316  0.41996  2.06405  -0.501
C  1.97057  -0.56347  1.84921  -0.229
C  2.64540  -0.27921  0.50679  -0.740
P  3.58204  -1.59016  -0.31144  1.070
C  3.87203  -3.17900  0.54993  -0.524
Cl  4.14182  -3.02885  2.29291  0.038
C  2.82150  -4.20952  0.14669  -0.218
C  3.02897  -5.57830  0.78848  -0.639
Cl  1.16854  -3.57913  0.34024  -0.005
C  -0.16905  0.12394  1.19421  0.740
C  -1.07734  1.19460  0.69009  -0.737
O  -0.35252  -0.97616  0.80236  -0.597
H  -0.93284  1.96597  3.40340  0.216
H  -0.85751  1.11435  4.91368  0.235
H  -1.61855  0.33254  3.58067  0.215
H  1.29838  0.94310  4.04287  0.204
H  0.60154  -0.64370  3.88207  0.186
H  1.60623  -1.57767  1.98774  0.222
H  2.69603  -0.39991  2.63704  0.216
H  1.90181  0.05173  -0.21285  0.309
H  3.30807  0.56902  0.63310  0.279
H  2.95200  -1.90553  -1.52450  0.073
H  4.84086  -1.09861  -0.68250  0.052
H  4.79758  -3.57668  0.14528  0.272
H  2.96906  -4.33716  -0.91951  0.227
H  2.06781  -5.95986  1.09878  0.252
H  3.67791  -5.56604  1.65503  0.235
H  3.41872  -6.28058  0.06257  0.237
H  -0.79439  1.52543  -0.30598  0.256
H  -1.09365  2.07171  1.32621  0.234
H  -2.08195  0.79744  0.69708  0.253
C  -1.81190  -0.32599  -3.05526  -0.111
C  -1.09571  -1.38685  -2.24779  -0.113
O  0.21942  -1.45830  -2.84197  -0.707
S  0.63868  -0.00755  -3.37913  2.556
O  1.46273  0.61131  -2.39139  -0.953
O  1.04946  -0.12939  -4.72348  -0.877
O  -0.80387  0.66783  -3.31667  -0.682
H  -2.16270  -0.71481  -4.01255  0.199
H  -2.64576  0.11797  -2.51608  0.245
H  -1.58523  -2.35529  -2.29729  0.218
H  -0.98356  -1.08976  -1.20443  0.221
C  -4.66215  5.23827  -1.10537  -0.100
C  -3.15806  5.16987  -1.26144  -0.103
O  -2.80876  3.86584  -0.77028  -0.692
S  -3.99833  2.83861  -1.09398  2.553
O  -3.67223  2.13033  -2.27874  -0.916
O  -4.34535  2.17112  0.10526  -0.897
O  -5.12094  3.92089  -1.44322  -0.677
H  -4.94906  5.44747  -0.07317  0.199
H  -5.11627  5.97326  -1.76409  0.223
H  -2.64157  5.93814  -0.69320  0.220
H  -2.86173  5.23090  -2.31057  0.200

Calculated values
**Strongest force on any atom**: 2.992 eV/Å
**E_LUMO**: -2.6 eV
**Kohn-Sham gap**: 9.63 eV
**HOMO level**: -12.259 eV
**Spin multiplicity**: 1
**Charge**: +1

Density functional theory data (ωB97M-V with the def2-TZVPD basis set) for a molecular structure, C13H27I2OP2Ti in a non-equilibrium geometry.

Each line ends with the natural charge from an NBO analysis.
Cartesian coordinates (Å):
I  3.43884  4.40797  -3.11875  0.025
I  4.81189  2.08553  -3.34408  -0.009
Ti  0.36092  -0.69063  -0.04214  1.146
P  1.07317  0.39423  2.00864  0.979
C  2.53120  1.47620  2.02866  -0.956
C  -0.05275  1.15718  3.21269  -0.929
H  0.44713  1.21253  4.19180  0.271
H  1.99552  -0.80525  3.86332  0.286
H  -0.96269  0.54900  3.29965  0.273
H  0.79137  -1.81530  3.00287  0.270
H  2.26265  2.47035  1.64480  0.267
H  -0.31753  2.16972  2.87710  0.268
C  1.62812  -1.11327  2.87394  -0.956
H  2.90134  1.57295  3.06165  0.277
H  2.43970  -1.60000  2.31251  0.249
H  3.32643  1.04964  1.40148  0.254
P  -1.22153  -0.56944  -1.87852  0.979
C  -0.72465  0.10579  -3.48898  -0.956
C  -1.35495  -2.36529  -2.17190  -0.956
H  -3.36397  -0.45657  -0.76829  0.273
H  -3.53572  -0.45722  -2.55565  0.271
H  -3.01821  1.03711  -1.70189  0.268
C  -2.95678  -0.06025  -1.70780  -0.929
H  -1.73904  -2.87584  -1.27661  0.270
H  -2.06364  -2.50873  -3.00013  0.286
H  -1.42176  -0.24805  -4.26505  0.277
H  0.29165  -0.22801  -3.74084  0.254
H  -0.37437  -2.78212  -2.44683  0.249
H  -0.74623  1.20409  -3.45500  0.267
C  1.03291  1.04437  -0.86906  0.432
O  1.66741  1.85085  -1.44375  -0.312
C  -4.54398  -2.40667  1.79455  -0.585
C  -3.17648  -2.44510  2.47350  -0.180
C  -3.31642  -1.88406  3.88728  -0.585
C  -2.72745  -3.90297  2.57420  -0.580
C  -2.18933  -1.67872  1.70307  0.170
C  -1.35051  -1.04388  1.05535  -0.634
H  -5.24935  -2.99600  2.39767  0.240
H  -4.48003  -2.82434  0.78615  0.210
H  -4.89723  -1.37575  1.70784  0.219
H  -4.05700  -2.48833  4.43058  0.240
H  -2.35549  -1.91993  4.40780  0.210
H  -3.63930  -0.84014  3.85232  0.219
H  -2.62471  -4.33635  1.57569  0.212
H  -1.75183  -3.96497  3.06386  0.212
H  -3.47704  -4.46013  3.15296  0.242

Calculated values
**Strongest force on any atom**: 7.608 eV/Å
**E_LUMO (alpha / beta)**: -9.0 / -8.8 eV
**Kohn-Sham gap (alpha / beta)**: 4.62 / 4.86 eV
**HOMO level (alpha / beta)**: -13.664 / -13.664 eV
**Spin multiplicity**: 2
**Charge**: +2

Density functional theory data (ωB97M-V with the def2-TZVPD basis set) for a molecular structure, C13H27NaO13 in a non-equilibrium geometry.

Each line ends with the natural charge from an NBO analysis.
Cartesian coordinates (Å):
Na  21.28697  -2.68476  3.27169  0.927
C  22.92501  -3.45430  5.20389  -0.355
O  23.10284  -3.34458  3.79877  -0.991
H  23.41235  -4.39119  5.47378  0.187
H  23.56733  -2.70472  5.66611  0.138
H  21.87081  -3.38016  5.47085  0.109
C  22.72815  1.31093  0.77966  -0.262
O  22.41560  -0.08848  0.92510  -0.503
C  22.71953  -0.81314  2.00840  0.998
O  22.58773  -2.03572  2.03202  -0.619
O  23.12407  -0.03272  3.11050  -0.542
C  23.35652  -0.70647  4.36128  -0.246
H  23.74172  1.50867  1.12845  0.201
H  22.14000  1.85258  1.52048  0.186
H  22.43001  1.74340  -0.17542  0.211
H  23.32519  0.13364  5.05506  0.176
H  24.34568  -1.15277  4.46359  0.209
H  22.61942  -1.42425  4.72129  0.198
C  25.94532  -6.29244  9.52229  -0.261
O  24.80663  -5.68316  8.93557  -0.499
C  24.69988  -4.33961  8.98172  0.989
O  25.38820  -3.51408  9.60931  -0.654
O  23.65770  -4.04452  8.25041  -0.506
C  23.29088  -2.70491  7.93292  -0.248
H  26.09672  -7.33154  9.22997  0.197
H  25.88124  -6.27265  10.61022  0.189
H  26.88154  -5.88914  9.13636  0.195
H  23.97618  -2.34289  7.16650  0.192
H  23.27358  -2.10651  8.84382  0.200
H  22.35964  -2.84226  7.38335  0.202
C  28.12518  -5.31049  3.09829  -0.253
O  27.25033  -5.71603  4.13682  -0.510
C  25.91396  -5.50432  4.05369  0.973
O  25.28439  -5.01519  3.06810  -0.628
O  25.31485  -5.99217  5.11919  -0.500
C  23.89599  -6.16419  5.08926  -0.283
H  29.11583  -5.23689  3.54694  0.192
H  27.86417  -4.44590  2.48799  0.208
H  28.09761  -6.17929  2.44063  0.183
H  23.72943  -7.24033  5.13695  0.179
H  23.29806  -5.77040  4.26737  0.236
H  23.46341  -5.75572  6.00257  0.199
C  20.86436  -5.22572  4.84876  -0.313
O  19.69623  -5.23407  4.05480  -0.492
C  19.16662  -4.09496  3.63089  1.006
O  19.52521  -2.96447  3.95365  -0.690
O  18.06721  -4.30617  2.79171  -0.488
C  17.79354  -5.60088  2.40812  -0.270
H  21.16793  -6.27253  4.83663  0.201
H  20.72040  -4.95140  5.89380  0.197
H  21.68951  -4.68978  4.37973  0.248
H  17.28073  -6.22769  3.13766  0.193
H  18.61812  -6.05271  1.85674  0.194
H  17.08864  -5.56704  1.57742  0.198

Calculated values
**Strongest force on any atom**: 5.670 eV/Å
**E_LUMO**: 0.2 eV
**Kohn-Sham gap**: 6.92 eV
**HOMO level**: -6.733 eV
**Spin multiplicity**: 1

Density functional theory data (ωB97M-V with the def2-TZVPD basis set) for a molecular structure, C13H28BF6NO7Si2 in a non-equilibrium geometry.

Each line ends with the natural charge from an NBO analysis.
Cartesian coordinates (Å):
N  -0.40111  2.19353  -0.53215  -0.876
C  0.31508  1.65428  0.68747  -0.220
C  1.86383  2.16270  0.86618  -0.439
C  1.87474  3.79199  0.68466  -0.419
C  3.29308  4.52473  1.06067  -0.911
Si  3.09150  6.18869  2.04650  1.652
C  2.04480  5.95023  3.67920  -1.304
B  2.59476  4.63652  4.55455  1.192
O  3.52036  4.79053  5.73115  -0.924
O  2.18713  3.23131  4.25664  -0.945
O  2.56729  7.54904  1.06555  -1.197
Si  0.86377  7.45412  0.64277  1.178
H  0.05951  1.92290  -1.42960  0.369
H  -0.60123  3.21553  -0.47027  0.363
H  0.31096  0.46820  0.57503  0.198
H  -0.34619  1.92154  1.62468  0.188
H  2.59473  1.57665  0.16466  0.214
H  2.16600  1.91312  1.99305  0.224
H  1.54141  4.03550  -0.41752  0.220
H  1.04710  4.27911  1.38529  0.184
H  3.82648  4.82529  0.04256  0.247
H  4.04995  3.85559  1.66448  0.255
H  4.45810  6.52787  2.51962  -0.200
H  0.91912  5.73864  3.42470  0.266
H  2.20693  6.92615  4.33342  0.285
H  3.07932  4.20949  6.44384  0.494
H  1.18264  3.21325  4.27644  0.493
H  0.35734  8.59043  -0.12595  -0.175
H  -0.01259  7.14183  1.80058  -0.200
H  0.73192  6.27884  -0.25593  -0.212
C  -2.73033  -2.75907  -3.83015  -0.638
C  -2.50665  -2.14020  -2.46326  -0.081
O  -1.24592  -2.56235  -1.92063  -0.483
C  -0.14354  -1.86263  -2.33965  0.685
O  -0.18814  -0.92789  -3.13404  -0.528
C  1.11671  -2.38227  -1.65004  0.901
F  1.17664  -3.74496  -1.61505  -0.313
F  1.19971  -1.96671  -0.35318  -0.309
F  2.26558  -1.96984  -2.25504  -0.303
H  -2.63737  -3.84883  -3.77951  0.218
H  -3.72323  -2.50544  -4.21218  0.225
H  -1.98246  -2.40907  -4.54840  0.220
H  -3.28207  -2.48754  -1.77245  0.202
H  -2.57359  -1.04698  -2.49802  0.205
C  -1.13822  -8.45559  -0.66120  -0.638
C  -1.14909  -6.98432  -1.03089  -0.079
O  -2.35550  -6.65202  -1.73533  -0.483
C  -3.45587  -6.39251  -0.95926  0.683
O  -3.45312  -6.43586  0.26748  -0.524
C  -4.64942  -6.00674  -1.83129  0.901
F  -4.78961  -6.81359  -2.92265  -0.308
F  -4.54254  -4.73465  -2.31274  -0.317
F  -5.83718  -6.06236  -1.16633  -0.302
H  -1.29207  -9.07711  -1.54935  0.216
H  -0.18733  -8.73095  -0.19632  0.224
H  -1.94709  -8.69254  0.03685  0.222
H  -0.31622  -6.77075  -1.70902  0.200
H  -1.01879  -6.34480  -0.15063  0.204

Calculated values
**Strongest force on any atom**: 4.054 eV/Å
**E_LUMO**: 0.2 eV
**Kohn-Sham gap**: 9.20 eV
**HOMO level**: -8.982 eV
**Spin multiplicity**: 1